Below is a structure of composition C52H56BBr2N4O3Ta at a distorted geometry, with properties calculated with ωB97M-V/def2-TZVPD.

Positions of all 119 atoms, in Å:
Ta (-0.50, -0.14, -1.04)
C (-2.64, -1.26, 2.98)
C (-1.21, -0.76, 3.18)
C (-0.72, -1.12, 4.59)
C (-1.09, 0.74, 2.93)
C (-1.70, 1.61, 3.82)
C (-1.57, 2.99, 3.68)
C (-0.82, 3.50, 2.64)
C (-0.22, 2.65, 1.70)
C (0.62, 3.26, 0.60)
C (1.89, 3.90, 1.17)
C (-0.16, 4.27, -0.26)
C (-0.38, 1.27, 1.84)
N (0.18, 0.35, 0.87)
C (1.36, -0.30, 1.20)
C (1.74, -1.34, 0.39)
N (0.93, -1.64, -0.69)
C (1.01, -3.01, -1.16)
C (0.44, -4.02, -0.37)
C (0.54, -5.34, -0.78)
C (1.15, -5.67, -1.98)
C (1.66, -4.66, -2.78)
C (1.62, -3.32, -2.39)
C (2.25, -2.32, -3.34)
C (3.36, -1.46, -2.71)
C (1.19, -1.46, -4.04)
C (-0.34, -3.72, 0.90)
C (-1.73, -4.36, 0.86)
C (0.42, -4.19, 2.15)
C (3.03, -1.88, 0.88)
C (3.90, -2.86, 0.51)
C (5.09, -3.04, 1.27)
C (5.38, -2.29, 2.38)
C (4.48, -1.27, 2.79)
C (4.62, -0.39, 3.91)
C (3.66, 0.55, 4.17)
C (2.51, 0.71, 3.35)
C (2.35, -0.12, 2.27)
C (3.35, -1.10, 2.02)
H (-2.92, -1.25, 1.92)
H (-3.35, -0.62, 3.52)
H (-2.75, -2.28, 3.35)
H (-0.56, -1.28, 2.48)
H (-1.39, -0.73, 5.36)
H (0.28, -0.71, 4.78)
H (-0.67, -2.20, 4.70)
H (-2.27, 1.21, 4.66)
H (-2.05, 3.66, 4.39)
H (-0.68, 4.57, 2.55)
H (0.92, 2.45, -0.05)
H (1.64, 4.72, 1.85)
H (2.51, 4.31, 0.36)
H (2.49, 3.16, 1.72)
H (-0.40, 5.17, 0.32)
H (-1.09, 3.83, -0.63)
H (0.45, 4.58, -1.12)
H (0.12, -6.13, -0.16)
H (1.21, -6.70, -2.31)
H (2.13, -4.91, -3.73)
H (2.73, -2.91, -4.12)
H (3.00, -0.94, -1.83)
H (3.72, -0.72, -3.44)
H (4.20, -2.08, -2.41)
H (0.68, -0.80, -3.33)
H (0.43, -2.09, -4.50)
H (1.65, -0.83, -4.81)
H (-0.49, -2.65, 0.96)
H (-1.68, -5.45, 0.86)
H (-2.28, -4.04, -0.03)
H (-2.31, -4.06, 1.74)
H (0.60, -5.27, 2.11)
H (-0.17, -3.98, 3.05)
H (1.38, -3.69, 2.26)
H (3.70, -3.51, -0.34)
H (5.78, -3.82, 0.96)
H (6.30, -2.47, 2.94)
H (5.50, -0.48, 4.56)
H (3.78, 1.20, 5.03)
H (1.77, 1.47, 3.60)
Br (-2.57, 1.80, -5.37)
C (-0.85, 2.21, -4.71)
C (-0.03, 3.10, -5.44)
C (1.23, 3.38, -5.02)
Br (2.31, 4.55, -6.04)
C (1.74, 2.77, -3.84)
C (3.05, 2.96, -3.33)
C (3.43, 2.30, -2.19)
C (2.52, 1.45, -1.55)
N (1.31, 1.26, -2.00)
C (0.90, 1.90, -3.13)
C (-0.42, 1.61, -3.56)
O (-1.14, 0.77, -2.84)
H (-0.42, 3.56, -6.34)
H (3.73, 3.62, -3.84)
H (4.43, 2.42, -1.78)
H (2.79, 0.93, -0.63)
N (-2.17, -2.72, -2.35)
C (-1.55, -1.88, -1.84)
C (-4.07, 3.25, 0.71)
C (-3.88, 2.29, -0.45)
C (-4.03, 3.03, -1.76)
O (-2.51, 1.81, -0.38)
B (-2.49, 0.44, -0.28)
O (-3.74, -0.10, -0.24)
C (-4.74, 0.96, -0.35)
C (-5.55, 0.64, -1.60)
C (-5.62, 0.87, 0.88)
H (-3.37, 4.08, 0.59)
H (-3.87, 2.78, 1.67)
H (-5.09, 3.66, 0.70)
H (-3.36, 3.90, -1.76)
H (-5.05, 3.38, -1.90)
H (-3.75, 2.40, -2.61)
H (-4.89, 0.52, -2.46)
H (-6.28, 1.42, -1.81)
H (-6.07, -0.31, -1.44)
H (-5.03, 0.99, 1.80)
H (-6.08, -0.12, 0.91)
H (-6.40, 1.63, 0.86)

Computed properties:
**Gap between HOMO and LUMO**: 6.04 eV
**LUMO**: -1.056 eV
**Maximum force**: 3.5 eV/A
**Multiplicity**: 1
**Molar mass**: 1136.6 g/mol
**Calculated total energy**: -7689.981067 Ha

Results of the Löwdin charge analysis, in e, for atoms 1 through 8:
1. Ta 1.8418
2. C -0.0374
3. C -0.3555
4. C -0.0507
5. C -0.1318
6. C -0.0358
7. C -0.0670
8. C -0.0388